No. 1
Entry from OMol25: a 2-piece molecular cluster, C10H14O2Si overall in a non-equilibrium geometry (ωB97M-V with the def2-TZVPD basis set).

- Kohn-Sham gap (eV) = 9.327
- energy relative to the best compared isomer or geometry (same formula, charge and spin) (kcal per mole) = 130.6
- highest occupied orbital energy (eV) = -8.73
- SMILES = CC/C(=C/O)c1ccccc1.O=[SiH2]
- total charge = 0

Each line ends with the Löwdin charge.
Cartesian coordinates (Å):
1 C -2.6543 1.7403 0.2412  -0.099
2 C -1.3071 1.6241 0.8779  -0.199
3 C -0.2601 0.9729 -0.0063  -0.222
4 C 0.7660 1.6540 -0.5182  -0.159
5 O 1.7640 1.1473 -1.2908  -0.077
6 C -0.2930 -0.4762 -0.0466  -0.239
7 C -0.5532 -1.1000 -1.2591  -0.024
8 C -0.7012 -2.4885 -1.2901  -0.036
9 C -0.4351 -3.1987 -0.0984  -0.052
10 C -0.2184 -2.5071 1.0823  -0.071
11 C -0.1631 -1.1410 1.1530  -0.018
12 H -3.4007 2.3716 0.7697  0.099
13 H -3.0400 0.8655 -0.0756  0.041
14 H -2.6378 2.2387 -0.6532  0.044
15 H -1.5434 1.1715 1.8666  0.117
16 H -0.7759 2.6191 1.1859  0.139
17 H 0.8582 2.7820 -0.3500  0.154
18 H 1.4569 0.2649 -1.4455  0.072
19 H -0.6642 -0.3683 -2.0270  0.116
20 H -0.9531 -2.8979 -2.1856  0.069
21 H -0.4874 -4.2001 -0.2461  0.068
22 H 0.0022 -3.1828 1.8656  0.098
23 H 0.0801 -0.7929 2.1663  0.139
24 O 3.2221 -0.6367 0.6270  -0.438
25 Si 3.7736 0.6319 0.0271  0.550
26 H 4.7197 0.9669 -1.1870  -0.041
27 H 3.4451 1.9393 0.8168  -0.031

Cartesian forces (eV/Å) of the 6 atoms listed first:
-0.06 3.13 1.50
1.43 2.16 1.42
0.48 0.57 1.10
-1.15 3.01 1.04
0.73 0.48 0.14
-0.32 0.48 0.03

---

No. 2
Entry from OMol25: a 6-piece molecular cluster, C16H28Br8O6 overall in a non-equilibrium geometry (ωB97M-V with the def2-TZVPD basis set).

- Kohn-Sham gap (eV) = 10.106
- energy relative to the best compared isomer or geometry (same formula, charge and spin) (kcal per mole) = 48.6
- highest occupied orbital energy (eV) = -10.15
- SMILES = C[C@H]1COC(=O)O1.C[C@H]1COC(=O)O1.BrCCBr.BrCCBr.BrCCBr.BrCCBr
- total charge = 0

Each line ends with the Löwdin charge.
Cartesian coordinates (Å):
1 C 0.7319 -5.1895 -1.7674  -0.012
2 C 0.3268 -5.2260 -0.2684  -0.286
3 C 0.8222 -3.8798 0.4131  -0.127
4 O -0.2738 -3.5074 1.2103  0.039
5 C -1.2694 -4.3383 1.0717  -0.555
6 O -2.3031 -4.2981 1.7201  0.144
7 O -1.0671 -5.1921 0.0284  0.085
8 H 1.6833 -4.6767 -1.9086  0.086
9 H -0.0801 -4.7476 -2.3449  0.086
10 H 0.8790 -6.2242 -2.0770  0.080
11 H 0.8177 -5.9968 0.3258  0.148
12 H 0.9690 -3.3744 -0.5414  0.100
13 H 1.8186 -3.9692 0.8460  0.134
14 C -1.4438 -1.5344 -2.0354  -0.026
15 C -2.3482 -0.5056 -2.6127  -0.374
16 C -3.6881 -1.0662 -3.1247  -0.068
17 O -4.4972 0.1054 -3.0397  0.113
18 C -4.1673 0.7471 -1.9848  -0.550
19 O -4.8016 1.6722 -1.4784  0.130
20 O -2.8697 0.3877 -1.6509  0.042
21 H -0.9786 -1.3556 -1.0660  0.070
22 H -0.6966 -2.0354 -2.6509  0.086
23 H -1.9804 -2.4365 -1.7414  0.076
24 H -1.9465 0.0576 -3.4550  0.051
25 H -3.8994 -1.8789 -2.4298  0.132
26 H -3.5929 -1.5147 -4.1136  0.144
27 Br 3.7431 3.6429 1.1628  0.594
28 C 4.7403 2.4436 2.3835  -0.670
29 C 5.4616 3.1424 3.5854  -0.643
30 Br 7.0299 4.2159 3.0071  0.569
31 H 5.5465 1.8879 1.9046  0.052
32 H 4.0533 1.6985 2.7848  0.045
33 H 5.9225 2.3289 4.1457  0.049
34 H 4.6789 3.6797 4.1209  0.061
35 Br 1.4796 -1.4967 3.1055  0.646
36 C 0.7436 -0.6229 1.5296  -0.676
37 C 1.2668 0.7888 1.2867  -0.601
38 Br 0.0876 1.7375 -0.0843  0.625
39 H -0.3188 -0.6247 1.7732  0.054
40 H 1.1541 -1.3629 0.8425  0.015
41 H 2.3052 0.9209 0.9827  0.029
42 H 1.2121 1.4208 2.1731  0.006
43 Br 0.0746 1.6578 5.0268  0.521
44 C -1.2953 2.1617 3.5484  -0.584
45 C -2.6666 1.9631 4.1660  -0.693
46 Br -4.0782 2.9669 3.2135  0.606
47 H -1.0386 1.6954 2.5973  0.002
48 H -1.1373 3.1752 3.1798  0.053
49 H -2.6988 2.2928 5.2045  0.037
50 H -2.8408 0.8884 4.1137  0.061
51 Br 0.0561 1.3590 -4.3746  0.647
52 C -0.4703 3.1725 -3.6896  -0.644
53 C 0.5757 4.1855 -4.0300  -0.689
54 Br -0.1267 6.0337 -3.8179  0.601
55 H -0.5644 3.1437 -2.6040  0.012
56 H -1.4804 3.4234 -4.0134  0.060
57 H 0.9349 4.0707 -5.0527  0.044
58 H 1.5050 3.9868 -3.4961  0.065

Cartesian forces (eV/Å) of the 6 atoms listed first:
-0.79 -1.40 1.14
1.64 1.35 0.93
-0.10 -1.80 -2.74
1.91 1.41 0.70
-3.95 -0.80 0.53
2.29 -0.12 -1.37

---

No. 3
Entry from OMol25: C23H45GdN4O4Si as an isolated structure (ωB97M-V with the def2-TZVPD basis set).

- spin multiplicity = 8
- Kohn-Sham gap (alpha / beta) (eV) = 10.068 / 6.575
- energy relative to the best compared isomer or geometry (same formula, charge and spin) (kcal per mole) = 0.0
- highest occupied orbital energy (alpha / beta) (eV) = -15.64 / -15.61
- total charge = +2

Each line ends with the Löwdin charge.
Cartesian coordinates (Å):
1 Gd -0.8178 -0.0884 0.1910  1.675
2 C -3.9236 1.2128 0.9671  -0.178
3 C -3.2385 1.0054 2.3041  -0.167
4 N -2.3080 -0.1571 2.3275  -0.138
5 C -2.9997 -1.4642 2.3783  -0.123
6 C -3.4770 -1.9329 1.0226  -0.259
7 C -4.6506 -2.6449 0.8816  0.015
8 C -5.0462 -3.0280 -0.3917  0.010
9 C -4.2816 -2.6535 -1.4855  0.017
10 C -3.1204 -1.9390 -1.2699  -0.251
11 C -2.2475 -1.4790 -2.4168  -0.109
12 N -1.6485 -0.1518 -2.1784  -0.132
13 C -2.5106 0.9952 -2.5249  -0.155
14 C -3.5702 1.2328 -1.4655  -0.173
15 N -2.9548 1.4326 -0.1337  -0.118
16 N -2.7169 -1.6137 -0.0351  0.040
17 H -4.6172 2.0514 1.0629  0.142
18 H -4.5272 0.3436 0.7114  0.114
19 H -4.0123 0.8898 3.0676  0.136
20 H -2.6562 1.8918 2.5620  0.128
21 H -1.7960 -0.0812 3.1990  0.102
22 H -3.8474 -1.4321 3.0669  0.137
23 H -2.2953 -2.1991 2.7726  0.136
24 H -5.2493 -2.8860 1.7509  0.134
25 H -5.9614 -3.5897 -0.5326  0.133
26 H -4.5867 -2.9028 -2.4942  0.135
27 H -2.8346 -1.4855 -3.3356  0.138
28 H -1.4308 -2.1909 -2.5363  0.142
29 H -0.7939 -0.1023 -2.7222  0.124
30 H -3.0043 0.8434 -3.4856  0.136
31 H -1.8693 1.8718 -2.6140  0.125
32 H -4.2320 0.3707 -1.3994  0.115
33 H -4.1920 2.0819 -1.7535  0.141
34 H -2.6634 2.4038 -0.0843  0.107
35 C 5.1967 0.4562 -2.0257  -0.015
36 C 4.1766 -0.6445 -1.8307  -0.593
37 C 3.2656 -0.7866 -3.0379  -0.026
38 C 4.8284 -1.9596 -1.4578  -0.013
39 O 3.3599 -0.2311 -0.6622  -0.089
40 Si 1.8061 -0.2013 -0.3715  0.010
41 O 0.7129 -1.2585 -0.8874  -0.326
42 O 0.9552 1.2335 -0.7700  -0.250
43 C 1.2521 2.6059 -0.3208  -0.594
44 C 2.5675 2.6870 0.4410  -0.009
45 C 0.0878 3.0384 0.5747  -0.017
46 C 1.3092 3.4560 -1.5720  -0.006
47 O 1.3956 -0.0704 1.2746  -0.250
48 C 1.8892 -0.8488 2.4265  -0.610
49 C 3.4054 -0.8459 2.4355  -0.006
50 C 1.3407 -2.2625 2.3150  -0.009
51 C 1.3561 -0.1445 3.6563  -0.008
52 H 5.8674 0.1987 -2.8456  0.104
53 H 5.7928 0.5903 -1.1225  0.099
54 H 4.7059 1.4016 -2.2707  0.087
55 H 3.8519 -1.0803 -3.9086  0.106
56 H 2.7772 0.1676 -3.2697  0.094
57 H 2.5027 -1.5545 -2.8701  0.085
58 H 5.4603 -2.3062 -2.2758  0.103
59 H 4.0729 -2.7252 -1.2617  0.096
60 H 5.4511 -1.8412 -0.5703  0.095
61 H 2.5108 2.1943 1.4126  0.085
62 H 2.7989 3.7397 0.6043  0.110
63 H 3.3893 2.2497 -0.1293  0.088
64 H -0.2083 2.2312 1.2489  0.052
65 H -0.7680 3.3559 -0.0227  0.080
66 H 0.3852 3.8718 1.2100  0.113
67 H 2.1618 3.1669 -2.1890  0.099
68 H 1.4168 4.5106 -1.3112  0.108
69 H 0.3976 3.3360 -2.1622  0.085
70 H 3.8157 -1.3111 1.5393  0.080
71 H 3.7570 -1.4094 3.3017  0.109
72 H 3.7941 0.1719 2.5070  0.103
73 H 1.7767 -2.8031 1.4706  0.102
74 H 0.2554 -2.2499 2.1787  0.067
75 H 1.5469 -2.8235 3.2270  0.109
76 H 1.6449 0.9074 3.6519  0.098
77 H 1.7527 -0.6072 4.5598  0.108
78 H 0.2664 -0.2104 3.7037  0.065

Cartesian forces (eV/Å) of the 6 atoms listed first:
-0.97 -0.03 -0.24
0.07 0.01 -0.11
0.07 -0.08 -0.04
-0.27 -0.02 0.05
0.00 0.01 -0.06
0.12 0.11 0.02

---

No. 4
Entry from OMol25: a 5-piece molecular cluster, C2H13NO4 overall in a non-equilibrium geometry (ωB97M-V with the def2-TZVPD basis set).

- Kohn-Sham gap (eV) = 8.146
- energy relative to the best compared isomer or geometry (same formula, charge and spin) (kcal per mole) = 36.3
- highest occupied orbital energy (eV) = -7.83
- SMILES = C=CN.O.O.O.O
- total charge = 0

Each line ends with the Löwdin charge.
Cartesian coordinates (Å):
1 C 1.1624 -2.7048 2.9784  -0.046
2 C 0.3084 -1.8031 2.4766  -0.320
3 N -0.1897 -1.7878 1.2116  0.041
4 H 1.3354 -3.6440 2.4693  0.038
5 H 1.4378 -2.6359 4.0086  0.025
6 H 0.0210 -0.9972 3.1230  0.098
7 H 0.0873 -2.3537 0.4323  0.085
8 H -1.0132 -1.2781 0.9425  0.068
9 O 2.1877 1.3804 1.4450  -0.063
10 H 3.1119 1.1145 1.3692  0.036
11 H 1.7872 0.8623 0.7382  0.018
12 O -0.9767 -0.3382 -1.4466  -0.056
13 H -1.3613 0.5335 -1.5800  0.042
14 H -0.0404 -0.1883 -1.6083  0.030
15 O 0.2653 -0.7936 -4.8494  -0.060
16 H -0.0135 -1.3343 -5.5959  0.034
17 H 1.2203 -0.9137 -4.8295  0.030
18 O -3.1122 5.6653 -0.8468  -0.068
19 H -2.6932 5.0059 -0.2779  0.032
20 H -3.5245 6.2108 -0.1605  0.036

Cartesian forces (eV/Å) of the 6 atoms listed first:
-0.80 -0.25 -0.24
0.82 -0.85 0.30
-0.89 0.66 -1.15
0.34 0.09 -0.15
0.31 0.10 0.31
-0.33 0.49 -0.05